# 1
Formula: H28O14
Source: the Open Molecules 2025 dataset
Level of theory: ωB97M-V with the def2-TZVPD basis set

## Properties
M   252.21 g/mol
DFT total energy   -29110.9040 eV
Frontier orbital gap   7.22 eV

Last column: natural (NBO) charge in e.
Element x y z (Å)
H1 -0.48794 0.41274 -1.47127  0.466
H2 0.56639 0.05620 -0.43623  0.492
H3 1.48794 0.44016 1.36991  0.470
H4 1.60690 -0.49582 2.56147  0.482
H5 -3.96943 -1.46897 0.60503  0.470
H6 -3.05078 -1.20655 1.78709  0.455
H7 4.69463 -0.09018 -1.51091  0.471
H8 5.41074 0.95364 -2.35214  0.464
H9 -3.43649 -3.57369 -2.17432  0.477
H10 -3.12775 -2.08554 -2.18630  0.449
H11 -0.78036 4.25785 2.55312  0.469
H12 -2.05090 3.62844 2.00575  0.464
H13 1.10818 3.67514 0.77866  0.450
H14 0.32350 3.32369 -0.47466  0.477
H15 2.51413 -3.17566 1.86352  0.469
H16 2.65034 -3.60999 3.31364  0.465
H17 2.00383 -2.25939 -1.34962  0.472
H18 1.82749 -0.74999 -1.37524  0.473
H19 -3.88037 2.16280 -1.90716  0.465
H20 -4.86127 1.75486 -0.82020  0.465
H21 -1.17980 -2.00926 -2.05891  0.440
H22 -0.24400 -3.19155 -2.25001  0.467
H23 2.60091 4.01266 -1.53431  0.473
H24 2.77555 2.66011 -0.86338  0.446
H25 -1.01753 -0.82283 2.52458  0.455
H26 -1.43587 0.54933 2.02238  0.469
H27 -1.02706 -2.29701 0.18198  0.448
H28 0.46174 -2.52875 0.38148  0.457
O1 0.15516 0.81031 -0.87349  -0.960
O2 1.35831 -0.47871 1.63039  -0.951
O3 -3.87647 -1.64279 1.54850  -0.927
O4 5.52192 0.07237 -1.97797  -0.935
O5 -3.79686 -2.72062 -1.90709  -0.925
O6 -1.09154 3.60502 1.91596  -0.932
O7 0.63901 4.07618 0.03837  -0.916
O8 3.14949 -3.22049 2.58691  -0.933
O9 1.98183 -1.48697 -0.77354  -0.941
O10 -4.73605 2.39542 -1.52942  -0.929
O11 -0.26959 -2.28966 -1.91101  -0.876
O12 2.11920 3.34532 -1.03272  -0.931
O13 -0.89162 0.11817 2.69088  -0.923
O14 -0.19813 -2.37387 -0.30377  -0.939

=====

# 2
Formula: H28O14
Source: the Open Molecules 2025 dataset
Level of theory: ωB97M-V with the def2-TZVPD basis set

## Properties
M   252.21 g/mol
DFT total energy   -29118.7427 eV
Frontier orbital gap   10.32 eV

Last column: natural (NBO) charge in e.
Element x y z (Å)
O1 -0.46187 -4.58064 -0.82496  -0.951
H1 -0.33380 -4.87107 -1.72177  0.474
H2 -0.93106 -5.30848 -0.41353  0.479
O2 0.55065 0.86229 4.06605  -0.957
H3 0.02181 0.12616 3.71294  0.482
H4 -0.16148 1.24684 4.58285  0.469
O3 1.82076 2.69434 0.04265  -0.979
H5 2.25397 3.47924 0.38630  0.481
H6 2.10383 2.53030 -0.86761  0.502
O4 3.72147 0.49295 0.74566  -0.968
H7 2.99610 -0.01821 1.13188  0.464
H8 3.49451 1.42268 0.83525  0.488
O5 -1.85691 -0.38223 -2.90173  -0.992
H9 -1.36135 -0.78330 -3.61296  0.493
H10 -1.51430 -0.47728 -2.02127  0.487
O6 -1.46917 -1.33249 3.32478  -0.964
H11 -1.96671 -0.97158 2.58565  0.488
H12 -0.86303 -1.99078 3.01184  0.485
O7 2.59568 0.76659 -2.22115  -0.957
H13 3.26137 0.60386 -2.90633  0.480
H14 2.78667 -0.01176 -1.68100  0.480
O8 0.15324 0.60484 -4.45448  -0.959
H15 0.69329 0.94901 -3.73313  0.481
H16 -0.59780 1.20502 -4.48457  0.479
O9 -1.65682 -4.30639 1.59640  -0.946
H17 -2.14915 -3.93664 2.33932  0.478
H18 -2.11760 -3.96846 0.82873  0.469
O10 -3.20946 1.82049 -0.16259  -0.940
H19 -4.01876 1.56749 0.29304  0.467
H20 -2.82520 0.98287 -0.43382  0.472
O11 -0.19902 4.76386 -1.83924  -0.947
H21 0.36092 4.20092 -1.29811  0.471
H22 -1.07992 4.70175 -1.45671  0.475
O12 -0.87954 -1.29770 -0.26874  -1.062
H23 -0.40611 -0.49520 -0.14508  0.526
H24 -0.89749 -2.21259 -0.03522  0.544
O13 -0.65168 1.96236 1.87116  -0.978
H25 -0.72234 2.72017 1.29240  0.482
H26 0.20038 1.54034 1.92864  0.494
O14 1.46120 -1.40751 1.16940  -0.941
H27 1.51660 -1.32447 0.21662  0.477
H28 2.33815 -1.56763 1.52247  0.474

=====

# 3
Formula: H28O14
Source: the Open Molecules 2025 dataset
Level of theory: ωB97M-V with the def2-TZVPD basis set

## Properties
M   252.21 g/mol
DFT total energy   -29110.5860 eV
Frontier orbital gap   5.67 eV

Last column: natural (NBO) charge in e.
Element x y z (Å)
H1 -0.33875 -0.89020 0.73804  0.495
H2 1.21151 -0.68489 0.36184  0.448
H3 2.66144 1.97722 -0.17241  0.462
H4 1.72807 2.56933 0.71080  0.445
H5 5.65356 -0.05402 0.30000  0.474
H6 5.94292 -1.32769 1.15879  0.472
H7 -0.99711 2.20284 2.51083  0.482
H8 -2.42103 2.68630 2.30460  0.456
H9 -4.63635 -1.92355 0.44626  0.473
H10 -4.67250 -3.09390 1.50245  0.467
H11 -2.90738 1.30522 -2.28820  0.462
H12 -2.62828 0.34794 -3.33367  0.458
H13 4.25611 -2.23562 -1.75768  0.482
H14 3.48026 -0.89335 -1.91123  0.477
H15 -0.24740 -0.35500 -1.63830  0.442
H16 0.18297 -1.80633 -1.31156  0.478
H17 -2.50790 -0.01891 3.55203  0.468
H18 -3.40009 0.50106 2.39684  0.448
H19 -1.96615 3.17651 -0.87660  0.465
H20 -0.93807 2.85303 -1.87589  0.466
H21 -0.97215 -3.70305 -0.72697  0.494
H22 -1.56706 -4.18747 -2.20380  0.486
H23 2.65460 4.76618 -0.41788  0.471
H24 1.59106 3.65972 -0.58130  0.458
H25 -1.78193 0.19689 -0.74414  0.469
H26 -2.37104 0.95560 0.49169  0.438
H27 1.81936 -2.09243 0.93822  0.458
H28 3.34598 -2.47035 1.32461  0.476
O1 0.29864 -0.36002 0.34166  -0.920
O2 2.05746 1.67747 0.44687  -0.904
O3 6.21889 -0.44668 0.91878  -0.945
O4 -1.58891 2.94709 2.68527  -0.937
O5 -4.09520 -2.54356 0.90126  -0.939
O6 -3.33891 0.61049 -2.68957  -0.924
O7 3.74941 -1.58805 -1.26767  -0.958
O8 -0.38574 -1.01000 -0.95647  -0.940
O9 -2.88419 -0.27804 2.64295  -0.913
O10 -1.82434 3.21625 -1.79992  -0.926
O11 -0.79381 -3.95506 -1.69337  -0.978
O12 2.32555 4.16338 -0.98139  -0.931
O13 -2.17437 0.06966 0.11255  -0.915
O14 2.41366 -2.68558 1.47688  -0.939

=====

# 4
Formula: H28O14
Source: the Open Molecules 2025 dataset
Level of theory: ωB97M-V with the def2-TZVPD basis set

## Properties
M   252.21 g/mol
DFT total energy   -29119.7395 eV
Frontier orbital gap   8.30 eV

Last column: natural (NBO) charge in e.
Element x y z (Å)
O1 -3.87304 20.38927 7.50948  -0.967
H1 -4.01150 20.16707 8.43664  0.470
H2 -3.19374 21.10872 7.47400  0.499
O2 0.85263 23.11159 5.12265  -0.979
H3 1.74050 23.32638 4.88368  0.483
H4 0.80051 22.76980 6.04059  0.499
O3 -5.47586 22.26676 6.50505  -0.983
H5 -4.98840 21.53537 6.89824  0.517
H6 -6.21863 22.57632 7.05046  0.461
O4 -3.07915 24.26838 10.89480  -0.950
H7 -2.66928 24.61229 10.10241  0.506
H8 -2.37703 24.18601 11.52725  0.456
O5 -3.24076 21.64792 10.32846  -0.967
H9 -3.24375 22.57623 10.48009  0.490
H10 -2.75250 21.29672 11.06447  0.449
O6 -0.66386 21.20419 4.12772  -0.963
H11 -0.29461 21.96816 4.51089  0.492
H12 0.10225 20.93298 3.62553  0.476
O7 -2.60376 23.66491 4.96091  -0.997
H13 -2.28616 23.10012 5.66232  0.470
H14 -3.36191 24.13332 5.33365  0.475
O8 -4.52494 24.74215 6.51926  -1.002
H15 -5.29554 25.05118 6.02209  0.500
H16 -4.68751 23.85444 6.83012  0.509
O9 0.49964 22.24063 7.68769  -0.963
H17 0.90868 21.48148 8.09771  0.495
H18 0.33520 22.79499 8.43973  0.509
O10 -2.55008 24.97357 8.37907  -0.977
H19 -3.16965 24.98697 7.69041  0.514
H20 -1.69459 25.13032 7.99109  0.486
O11 -1.16471 19.19181 6.43598  -0.910
H21 -1.04175 19.39882 7.37363  0.445
H22 -0.57765 19.79790 5.99593  0.465
O12 -3.17013 20.62526 4.78717  -0.973
H23 -2.26530 21.01743 4.60291  0.489
H24 -3.51495 20.32681 3.94476  0.458
O13 -0.30893 22.78565 10.39565  -0.958
H25 -0.45741 22.92773 11.29907  0.474
H26 -0.90176 22.06339 10.21338  0.483
O14 -2.23061 22.44088 7.19321  -0.975
H27 -2.41735 23.09974 7.88242  0.497
H28 -1.28445 22.19293 7.27243  0.498

=====

Calculated energy relative to the best compared isomer or geometry (same formula, charge and spin) (kcal/mol), listed in the same order as above: 247.8 67.1 255.2 44.1
Calculated F_max (eV/Å), listed in the same order as above: 15.7 3.6 19.2 2.9
Calculated HOMO (eV), listed in the same order as above: -8.0 -10.5 -6.1 -8.8